# 1
The following is a DFT calculation (ωB97M-V/def2-TZVPD) of C34H42MgN4OSSb as an isolated structure.

The geometry in XYZ format:
```
84
C34H42MgN4OSSb | OMol25 | ωB97M-V/def2-TZVPD
H 3.02470 5.91854 1.36873
H -4.52797 -4.12246 -4.44457
H 2.68884 3.37528 4.10428
C -1.79288 -5.51316 1.97374
C -2.69048 -1.58851 -2.21010
C 2.78588 -4.04955 -2.86107
C 0.44913 4.01038 2.64457
N -1.19100 -2.97912 1.00760
H -3.51417 -5.37815 0.68378
H -1.25825 -0.03802 4.64180
N -1.98505 -0.66738 -1.34978
N 1.73497 -0.07520 -0.29899
H 2.34488 5.10511 4.23054
O -0.37933 -0.33637 1.73643
H -4.56953 -1.31692 -1.20776
H -2.01928 -6.50313 2.34628
H -1.68324 5.42567 -0.54638
C 3.80392 3.31187 0.92156
C 2.73179 4.32687 3.57015
C 3.14181 -2.81374 -2.35257
H 0.37674 0.63370 4.62201
C -4.01216 -3.41117 -3.81449
C 0.91701 -2.55236 -1.31601
C -0.19431 2.11051 -2.56949
H -2.89735 -3.13628 -0.13466
H 1.23197 -5.51977 -2.99670
H 0.39041 1.22235 -2.32726
C -3.26584 2.74108 -2.09384
C 2.47246 3.18121 1.36777
C -0.65999 -4.84119 2.40695
C 1.74405 2.07008 0.97549
C 1.90626 4.27234 2.27766
H 0.33817 3.07459 3.19400
C 2.21189 -2.09746 -1.59961
C -0.48750 0.39460 4.00213
C -1.99436 -2.23219 -3.22142
H -1.49134 0.01127 -1.92989
H -2.62987 -0.10991 -0.79487
C -2.27993 -3.63243 0.60211
H 1.55714 6.40752 2.20871
H -0.79437 1.92546 -3.46130
H 0.50876 2.91349 -2.78827
H 1.34409 -2.36955 1.50310
H -3.19073 3.48902 -2.88215
C -4.69613 -2.75890 -2.79984
C 0.61188 -3.81261 -1.84748
H 3.77959 4.55091 3.37106
H -3.42227 1.76438 -2.55344
H -5.74712 -2.95561 -2.63700
C 3.65707 1.26221 -0.26439
H -1.24773 5.08999 -2.23839
H 0.01407 -5.29427 3.12128
H 0.62195 -1.87247 4.27570
S 4.13361 -0.08788 -1.23139
H -2.12925 -3.64830 -4.81527
C 2.57288 -0.78201 -1.02306
H 4.13534 -2.42719 -2.55003
C -2.66624 -3.14139 -4.02462
C -0.39516 -3.57991 1.90591
H -0.19602 3.96971 1.76524
C -1.05394 4.82471 -1.20009
H 4.37974 4.17552 1.22493
H -4.12574 2.97119 -1.46715
H 1.51618 -3.44717 2.86760
C -0.12572 -0.58109 2.92407
N 0.46317 -1.72366 3.29291
C 2.34070 1.10337 0.15410
C -2.62258 -4.89553 1.05717
C 0.81047 -2.79229 2.35936
H 1.45436 5.63027 0.62673
C 4.40295 2.37632 0.11356
Mg -0.20554 -1.19415 -0.10401
H 0.72504 1.91898 1.30202
H -0.87439 1.29679 3.54044
H 0.08358 4.81310 3.28651
Sb -1.46175 2.75075 -0.93928
C 1.51374 -4.55070 -2.60328
H -0.93845 -2.04118 -3.35976
C -4.03618 -1.83966 -1.99396
H -0.37111 -4.24517 -1.67405
H 5.42757 2.50107 -0.20948
C 1.99322 5.63388 1.57463
H 3.49209 -4.61971 -3.44918
H -0.00981 5.02075 -0.96629
```

The calculation puts the energy above the lowest of the compared OMol25 structures with the same formula, charge and spin at 0.2869 eV. The value obtained for the HOMO-LUMO gap is 0.3053 Ha. The total energy comes out at -66764.216 eV. Its LUMO energy is -2.12 eV. The total charge is +1.

Here are the Löwdin charges for atoms 1 to 8, given in e: 0.08, 0.11, 0.09, -0.03, -0.31, -0.08, -0.06, 0.08



# 2
The following is a DFT calculation (ωB97M-V/def2-TZVPD) of C34H42N4O3PZr as an isolated structure.

The geometry in XYZ format:
```
85
C34H42N4O3PZr | OMol25 | ωB97M-V/def2-TZVPD
H -0.35043 2.50995 3.72435
C -1.91226 -6.41356 -0.92022
H -2.31605 2.05458 2.78197
H 1.30762 -6.13850 0.09653
H -1.07600 1.13946 -3.93487
H 2.08432 -1.06427 -3.49829
C 3.95264 -4.62440 -2.69318
C 0.84968 4.49856 -2.69012
Zr 0.14013 0.36354 -0.04568
N 2.08290 1.33082 0.76806
H -0.56421 3.66790 -4.08410
C 0.01536 -0.91504 -2.93306
H -2.60014 -0.18913 0.73626
C 0.31749 -5.84120 -0.22913
H 2.25806 5.01525 -1.14598
O -1.97886 1.58628 -0.02326
C 3.99047 -3.18501 -0.30889
C -2.20922 -5.07345 -1.11846
H -0.02194 -1.90517 -2.47100
H 0.99102 5.41802 -3.24311
C -0.02012 3.52241 -3.15981
H 2.66816 -5.15202 2.47758
H -1.49566 -3.05794 -0.96504
C 2.04563 -4.31058 2.75367
H 1.52541 3.30753 1.28694
C 0.35687 -2.12811 3.45539
H -2.66287 -7.16833 -1.11268
C 1.33883 3.10196 -0.82204
C 0.86018 -3.00561 4.41282
C 0.72994 -2.33723 2.13937
C 1.70762 -4.06005 4.07864
H 6.12251 -3.27717 -0.45784
C -1.98988 1.10905 2.34370
C 2.77579 -3.55854 -0.89472
C 5.18034 -3.54141 -0.91924
H -2.22984 0.30303 3.04003
H -0.33148 -1.00915 -3.96443
C 3.12510 0.42962 -1.28467
O -0.55522 1.17638 2.14060
C 2.75359 -4.26981 -2.09506
H 2.16054 1.22505 1.77345
C 5.15965 -4.26762 -2.10577
C 1.44491 -0.40049 -2.91202
H -1.78207 3.50431 0.81183
H -1.98603 3.42339 -0.95027
O -0.74190 -1.27001 0.38878
N 0.47841 2.17056 -1.26860
C 1.53346 -3.43696 1.81421
H 3.99716 -0.10233 -1.67164
H -3.37161 3.12419 0.10540
C -1.25158 -4.10514 -0.85642
C -0.65260 -6.79600 -0.47406
H 1.50948 0.59150 -3.36117
H -0.31871 -1.33393 3.74631
H -0.11259 0.80384 4.15017
C -2.29599 2.99130 -0.00286
H 4.19034 1.24242 0.39934
H -3.71735 1.14992 1.06063
H 3.05826 3.20551 0.44925
N 1.87734 -0.32570 -1.50091
H 1.13382 1.67026 3.24704
N -0.86193 -0.00844 -2.14668
H 3.38983 -0.30120 0.72075
C -0.17852 2.36098 -2.42601
H 2.06817 -1.28125 -1.21107
C 3.28866 0.65630 0.20867
H 0.59370 -2.86673 5.45251
H -2.14885 1.59013 -2.63015
C -1.13118 1.26710 -2.85065
H -3.18920 -4.78169 -1.47166
H 1.81159 -4.56652 -2.54103
C 2.04858 2.78919 0.47890
H -0.43039 -7.84173 -0.30933
H 6.09306 -4.56652 -2.56382
H -1.74682 -0.48915 -2.01725
P 1.26656 -3.28485 0.05809
H 3.06375 1.37929 -1.81815
C 1.55151 4.28134 -1.51054
H 3.94862 -5.19792 -3.61050
C 0.51624 -1.63386 0.82464
C -2.66828 0.85948 1.00684
H 3.99263 -2.65916 0.63995
H 2.08377 -4.71211 4.85534
C 0.06270 1.55950 3.38557
C 0.01239 -4.49127 -0.41545
```

The calculation puts the energy above the lowest of the compared OMol25 structures with the same formula, charge and spin at 0.6474 eV. The value obtained for the HOMO-LUMO gap is 0.2818 Ha. The total energy comes out at -58590.785 eV. Its LUMO energy is -8.21 eV. The total charge is +3.

Here are the Löwdin charges for atoms 1 to 8, given in e: 0.12, -0.03, 0.14, 0.12, 0.15, 0.15, -0.04, 0.03



# 3
The following is a DFT calculation (ωB97M-V/def2-TZVPD) of a 8-piece molecular cluster, C34H42N6O6 overall.

The geometry in XYZ format:
```
88
C34H42N6O6 | OMol25 | ωB97M-V/def2-TZVPD
C 10.00952 -13.31755 -0.08225
H 17.45438 -23.38441 4.84575
H 12.79246 -19.79958 -0.85630
C 12.97581 -21.00615 2.71343
C 17.49768 -18.83967 -2.33545
C 18.14678 -21.77505 6.27511
N 15.30654 -16.45233 0.04423
H 21.88468 -14.03807 0.16886
H 17.81151 -18.32729 0.76743
C 19.01621 -13.44288 1.63115
C 17.53503 -21.68770 3.74411
H 16.42147 -15.73476 3.43733
O 20.78074 -20.90648 -0.63491
C 13.88594 -19.61838 0.97820
C 21.25839 -12.07111 0.87175
H 17.29853 -19.43702 -1.44572
H 15.36594 -12.79997 -5.03561
O 15.95431 -19.21026 -4.02865
H 13.15535 -21.57458 3.61402
H 18.94247 -13.45517 -1.75168
H 18.85742 -22.44993 6.75221
H 9.32069 -15.02673 -1.25115
C 17.05636 -14.33066 -2.59093
H 14.60310 -18.89647 0.61634
H 18.54650 -11.58975 2.73730
H 18.14348 -14.04589 1.83391
C 16.19540 -13.00058 -4.37367
C 11.75060 -20.75690 0.68183
H 11.68954 -15.86024 -1.53707
C 20.33103 -11.44159 1.67825
C 12.47129 -14.34838 -0.25771
O 14.94111 -17.18581 -4.02078
C 12.74588 -20.02529 0.19882
C 17.99325 -22.43965 4.91752
H 16.99392 -15.18193 -1.92922
C 11.46090 -14.97582 -0.96092
H 10.84541 -11.82186 1.16631
C 16.00502 -14.05719 -3.47757
C 18.13157 -13.39490 -2.46246
C 16.25168 -16.84569 0.54370
C 17.28774 -16.39349 3.49844
C 18.13821 -12.35757 -3.38641
C 10.16277 -14.49470 -0.83375
H 10.86905 -20.97237 0.09630
N 17.24102 -21.08165 2.76836
H 18.12099 -15.81967 3.09285
H 19.01994 -11.73711 -3.44964
C 18.76352 -21.69102 -0.00692
H 18.06290 -20.91350 0.29753
H 9.01071 -12.91307 -0.01019
C 21.12597 -13.44033 0.65204
H 20.34027 -10.42363 2.03889
H 17.22063 -20.76161 -3.39127
H 18.54913 -18.55434 -2.30184
C 13.95511 -20.13341 2.28729
C 11.06260 -12.67208 0.53672
H 13.52240 -14.59357 -0.29575
H 18.26578 -22.58278 0.37404
H 18.27918 -16.80251 0.97879
C 15.79310 -17.95238 -3.56689
H 19.47992 -20.29712 5.57899
N 11.89373 -21.31350 1.94609
H 17.54595 -16.47410 4.55435
H 17.89490 -19.57666 -4.34948
N 17.22479 -12.07391 -4.38341
H 16.37802 -18.33952 2.96035
C 17.22317 -17.68891 2.73558
N 19.93661 -14.08524 0.93531
C 20.09208 -21.39650 0.52136
O 20.42549 -21.14093 -2.85934
H 14.78575 -19.76265 2.86949
H 22.20490 -11.60729 0.63639
C 17.18736 -19.68059 -3.52687
O 16.58141 -17.71947 -2.54918
C 18.57080 -20.26997 6.17973
N 12.27669 -13.18104 0.48599
C 20.07472 -21.22460 -1.67272
H 15.12471 -14.68262 -3.49511
H 17.15411 -21.89660 6.70862
H 17.78318 -19.54813 5.96368
O 18.98833 -21.79893 -1.36343
C 19.16596 -12.19478 2.09185
H 18.95883 -22.72440 4.49959
H 20.53380 -22.34797 0.81747
H 18.03855 -18.16253 3.28232
H 18.77173 -19.80304 7.14393
H 19.80191 -20.62632 1.23600
C 17.40455 -17.41382 1.20109
```

The calculation puts the energy above the lowest of the compared OMol25 structures with the same formula, charge and spin at 0.0000 eV. The structure (SMILES) is O=C1OCCO1.O=C1OCCO1.c1ccncc1.c1ccncc1.c1ccncc1.c1ccncc1.CCCC#N.CCCC#N. The value obtained for the HOMO-LUMO gap is 0.3243 Ha. The total energy comes out at -57159.805 eV. Its LUMO energy is -0.13 eV.

Here are the Löwdin charges for atoms 1 to 8, given in e: -0.09, 0.12, 0.10, -0.16, -0.08, -0.22, 0.21, 0.10



# 4
The following is a DFT calculation (ωB97M-V/def2-TZVPD) of C34H42NO2Ti as an isolated structure.

The geometry in XYZ format:
```
80
C34H42NO2Ti | OMol25 | ωB97M-V/def2-TZVPD
H 3.56519 -0.05503 -1.33924
C -1.52298 -1.45759 -1.93758
H 5.85778 2.24839 0.51200
C 2.46872 -0.63077 3.06979
H 0.72695 -1.59521 -4.69147
C -1.72598 0.36170 0.63247
H -5.91729 1.74612 1.04806
H -2.34969 1.30009 -1.30946
H 5.36687 0.26695 4.63935
C -4.80698 -0.84301 -0.91089
H -5.54341 1.52381 -3.25909
Ti 0.34849 -0.00450 -0.39063
H -0.31580 -1.77369 4.80460
H -0.35994 3.09024 -0.80331
O -1.34557 -3.82742 -1.99275
C -0.61283 2.21878 -0.20418
H 0.56680 -1.39966 2.50962
H 4.68933 3.76467 1.98646
C 0.59117 -1.17781 4.65255
C 0.61234 1.14754 -2.42409
H -2.46285 -0.42838 0.76582
H -2.34513 -0.76726 -4.55225
H -0.75620 0.44864 2.63728
H 2.79893 2.16637 0.18746
C -2.12952 -2.85668 -1.96997
H 2.89936 3.79662 2.07282
C -5.77297 1.79353 -1.11643
C 1.87959 1.36368 -1.80603
C -4.21926 -2.23931 -0.75630
C 3.70641 2.23222 0.79316
H 4.94845 2.68894 -0.94326
C -1.58864 -0.12785 -4.07694
H 0.83978 -3.66542 3.51046
C 0.46341 -0.26309 -2.61691
H 5.02187 0.98893 -0.43079
O 1.68911 -0.03919 0.89659
C 1.70465 -3.00887 3.37527
H 2.33364 2.34419 -1.63599
H 0.54475 2.61510 1.66051
H -4.73241 -0.84986 -3.05816
H -5.19492 -0.64296 1.21316
C -5.66466 1.18301 0.14268
H -5.04399 -2.92233 -0.49907
C -1.62826 1.24967 -0.49779
H 1.87941 -1.99890 -2.13026
C 4.57382 0.25979 3.89690
C -5.23299 -0.14569 0.23670
C 3.76098 3.63416 1.41288
C 1.64603 -0.92514 -2.08404
C -0.81420 0.83399 1.62330
H -3.51138 -2.22244 0.09639
H 0.38611 -2.91661 -3.53834
C 2.55791 0.16482 1.89934
C 4.95531 2.02206 -0.07255
H -2.35535 -0.75803 -1.75229
H -0.86804 -1.48233 -0.98558
H 2.19888 -3.28946 2.44019
C 4.61783 1.11643 2.80710
H -0.96597 0.33430 -4.85618
C 3.60202 1.13981 1.85113
H 0.30552 -0.12027 4.67094
H -0.81363 -2.47890 -4.81055
H -2.10737 0.65696 -3.51174
H 2.39460 -3.17516 4.21185
C -5.44071 1.06778 -2.26956
C 1.27417 -1.54427 3.33329
C -0.14384 1.97529 1.11139
C -0.06855 -2.09169 -4.10122
H -3.91782 -3.74871 -2.19133
H 3.43675 -1.24812 4.89466
H 1.26851 -1.37579 5.49299
C 3.48825 -0.59694 4.02068
H -6.12493 2.82792 -1.19339
H 3.73591 4.40125 0.62780
C -4.97227 -0.25595 -2.16900
H 5.46830 1.79711 2.71473
C 2.52378 0.10283 -1.63334
C -0.70850 -1.01358 -3.19664
N -3.53665 -2.83135 -1.94945
H -0.07618 1.92158 -2.78428
```

As for the expectation value of S²: 0.76. Its multiplicity is 2. The value obtained for the HOMO-LUMO gap (spin up / spin down) is 0.2686 / 0.2829 Ha. The total energy comes out at -64639.846 eV. Its LUMO energy (spin up / spin down) is 0.52 / 0.36 eV.

Here are the Löwdin charges for atoms 1 to 8, given in e: 0.11, -0.08, 0.08, -0.13, 0.10, -0.18, 0.11, 0.11



# 5
The following is a DFT calculation (ωB97M-V/def2-TZVPD) of a 4-piece molecular cluster, C34H43F9N2O12 overall.

The geometry in XYZ format:
```
100
C34H43F9N2O12 | OMol25 | ωB97M-V/def2-TZVPD
H 1.80491 0.48932 -3.73650
C -1.25950 -2.41435 -1.15035
C 5.93948 -0.71490 3.96548
H -1.33578 2.85835 2.30784
C -0.71760 -0.04001 -0.44168
C 3.98513 -1.18366 1.63677
F 3.35128 -2.55376 -0.17156
N -2.41625 -0.76244 3.30278
C -7.20466 -4.82637 -1.08986
F 9.54137 2.19641 2.70373
C 0.32892 2.06752 -3.48216
C -9.44089 -6.40126 1.40542
C -8.44000 -5.37220 0.83513
C -3.47414 0.16717 -4.40562
H 5.07318 -0.06567 4.08455
H 7.03143 -1.71116 2.39422
C 1.25916 1.21784 -4.33022
H -2.61819 -0.05100 -5.03319
C -0.40444 3.09631 -4.35294
C -2.49295 -2.36373 -1.98927
C -1.51542 1.89483 2.78714
H -1.34307 1.85218 -2.17604
C -1.25576 -1.26995 -0.17009
C -2.89632 -1.95000 3.51389
C 7.19276 4.22609 -0.81998
H -3.29751 -3.92883 2.74492
C 2.94079 -2.15148 1.03706
F -10.64145 -6.21815 0.84002
O -2.74100 1.97825 3.46938
C -0.15394 2.33468 0.26028
H 7.78664 3.68969 -1.55887
C 5.82648 3.60958 -0.63635
H 0.22701 -0.69745 -2.24927
F 2.79065 -3.22849 1.80783
O 5.06187 -1.85615 1.98644
H 0.98438 0.64644 -1.46764
C -0.66372 1.19641 -2.71376
C -1.39277 0.78432 1.76446
C 9.21752 3.36334 2.15736
H -7.35739 -5.04779 -2.14323
C -1.84633 -1.52256 1.09360
H -0.85777 3.13465 0.47277
O -3.47018 -3.00494 -1.77174
H 0.68015 0.66250 -5.06639
O 3.80533 -0.00523 1.70968
H 7.12206 5.26649 -1.12717
O 8.46779 2.07894 0.26325
F 10.33828 4.06035 1.93765
C 2.10984 3.34464 0.31332
C 1.11945 2.54388 1.09725
H 5.25798 3.65398 -1.56199
H -0.34392 -2.44463 -1.72922
H -3.31221 -2.16251 4.48843
C 6.16009 -1.07306 2.51341
H 0.94908 2.60280 -2.76197
N -2.35881 -2.75857 1.35440
H -1.21281 0.63403 -3.46746
H 0.87332 3.06957 2.01786
H -5.61950 -4.84191 0.37109
H -5.51010 -6.12361 -0.83729
F -9.56127 -6.24564 2.71787
C -5.77340 -5.07613 -0.68175
H 5.26269 4.13579 0.13191
H -1.40007 3.28956 -3.96607
O -8.07047 -4.42126 1.45765
C -3.32293 -0.43882 -3.05597
H -7.50129 -3.79420 -0.90964
O 2.90081 2.86215 -0.44567
F 1.75161 -1.55835 0.89244
C -3.82552 2.25135 2.61256
H 0.14274 4.03166 -4.38361
H 5.90980 2.56545 -0.33844
H -4.36236 -0.23423 -4.87934
H -1.35139 -3.34978 -0.61861
H -5.10230 -4.45092 -1.26863
O 2.05957 4.68436 0.46731
H 1.99726 1.83098 -4.83650
C -2.88177 -2.95573 2.52601
H 1.58187 1.60048 1.33125
H -3.82753 1.60302 1.73694
H 1.41742 4.92570 1.14293
O -3.86092 -0.06974 -2.05778
H 5.77589 -1.61419 4.55943
O 7.92049 4.26643 0.43271
H -3.55953 1.23963 -4.28810
O -2.45735 -1.49844 -3.08295
H 6.81563 -0.19578 4.35197
C 0.01272 0.22707 -1.72831
F 8.45706 4.04295 3.02059
F -9.04289 -7.65192 1.15579
C 8.47747 3.13691 0.82066
H -4.73519 2.06574 3.17103
H 6.29719 -0.18920 1.89197
C -1.89899 -0.50495 2.06668
H -0.50143 2.72683 -5.36923
O -8.12487 -5.70844 -0.40057
H 0.11649 2.43231 -0.77444
C -0.79212 0.99896 0.55065
H -3.82478 3.29852 2.30214
H -0.75034 1.76711 3.54952
```

The structure (SMILES) is COCc1c(CCC(=O)O)c(CCC(C)C)c(CC(=O)OC(C)=O)c2nccnc12.CCOC(=O)C(F)(F)F.CCOC(=O)C(F)(F)F.CCOC(=O)C(F)(F)F. The value obtained for the HOMO-LUMO gap is 0.3208 Ha. The total energy comes out at -87965.154 eV. Its LUMO energy is -0.24 eV.

Here are the Löwdin charges for atoms 1 to 8, given in e: 0.07, -0.03, -0.06, 0.10, -0.10, -0.41, 0.17, 0.16



- Among the records above, which one has the lowest total energy?
  C34H43F9N2O12